1.
The following is a DFT calculation (ωB97M-V/def2-TZVPD) of C5H10O as an isolated structure in a non-equilibrium geometry.

Geometry as XYZ:
```
16
Properties=species:S:1:pos:R:3
O 2.340 -1.172 -1.175
C -1.096 1.602 0.240
C 2.179 -0.874 -0.017
C -0.154 0.024 -0.435
C 0.962 -0.179 0.542
C -1.140 -1.121 -0.528
H -0.475 2.458 -0.040
H -1.165 -1.888 0.256
H 0.109 0.398 -1.414
H -2.112 1.789 -0.191
H 2.971 -1.066 0.740
H 1.278 0.803 0.900
H -1.233 1.616 1.344
H 0.618 -0.736 1.429
H -1.541 -1.448 -1.489
H -1.590 -0.138 -0.173
```

Results
- orbital gap (eV) = 9.740
- E_tot (Ha) = -271.61013
- net charge = 0
- energy above the lowest of the compared OMol25 structures with the same formula, charge and spin (kcal/mol) = 89.4

=====

2.
The following is a DFT calculation (ωB97M-V/def2-TZVPD) of a 2-piece molecular cluster, C5H12O overall in a non-equilibrium geometry.

Geometry as XYZ:
```
18
Properties=species:S:1:pos:R:3
O -4.243 2.183 -0.409
C 0.846 -0.418 0.477
C 1.995 -1.306 1.016
C 3.339 -0.993 0.382
C -3.063 1.507 -0.552
C -2.695 1.106 -1.776
H 3.367 -0.967 -0.698
H -1.659 0.999 -2.025
H -2.467 1.341 0.339
H -3.574 0.989 -2.376
H 4.057 -1.751 0.700
H 3.704 -0.087 0.870
H 0.725 0.572 0.906
H 2.041 -1.227 2.107
H -4.839 1.698 0.178
H 1.633 -2.289 0.872
H 0.925 -0.388 -0.615
H -0.093 -0.968 0.604
```

Results
- orbital gap (eV) = 10.144
- E_tot (Ha) = -272.87625
- net charge = 0
- energy above the lowest of the compared OMol25 structures with the same formula, charge and spin (kcal/mol) = 45.4

=====

3.
The following is a DFT calculation (ωB97M-V/def2-TZVPD) of C35H33Cl2GeN4O2PTi as an isolated structure in a non-equilibrium geometry.

Geometry as XYZ:
```
79
Properties=species:S:1:pos:R:3
Ge -0.547 3.109 -2.792
Ti 0.444 0.503 -0.537
Cl 7.124 0.873 1.066
Cl 7.089 -0.992 -1.537
P -0.771 -1.643 0.846
O 2.382 -2.150 -3.015
O 2.439 1.747 2.846
N -0.565 1.552 0.982
N 1.945 0.836 0.759
N -0.578 -0.449 -2.083
N 1.923 -0.604 -1.333
C -1.609 -1.763 -4.295
C 1.646 -1.397 -2.400
C -2.417 2.530 2.123
C -2.171 -0.545 4.532
C 5.635 0.376 0.326
C 0.942 -4.711 2.973
C -1.869 -0.324 -2.418
C -1.356 -0.979 3.495
C 1.682 1.469 1.932
C -3.231 -0.912 1.996
C 2.284 -4.604 2.615
C -1.606 2.843 3.201
C 5.621 -0.425 -0.802
C 0.365 4.771 -3.241
C 0.016 -3.810 2.474
C -0.279 -1.913 -3.942
C 4.443 0.807 0.899
C -1.041 2.298 -4.509
C -1.813 -2.795 -0.119
C 0.213 1.850 2.036
C -3.519 -0.298 4.306
C -2.245 3.636 -1.965
C -1.880 -1.183 2.219
C 3.237 0.443 0.330
C 4.414 -0.801 -1.379
C 1.770 -2.680 1.271
C 0.585 2.007 -1.708
C 0.194 -1.261 -2.825
C 2.699 -3.588 1.771
C -4.048 -0.476 3.033
C -0.268 2.495 3.152
C -2.419 -0.963 -3.509
C 0.424 -2.791 1.608
C 3.223 -0.366 -0.827
C -1.861 1.886 1.039
H 1.630 2.236 -1.953
H -3.660 -1.038 1.008
H -3.468 -0.823 -3.735
H -2.255 -3.538 0.545
H -2.669 4.447 -2.565
H -4.156 0.028 5.120
H -1.195 3.110 -5.226
H 0.416 -2.526 -4.501
H 0.429 2.702 3.953
H -2.014 3.347 4.068
H -2.475 0.333 -1.803
H -2.101 4.005 -0.947
H -0.303 -1.170 3.684
H 4.461 1.420 1.786
H -2.980 2.823 -1.949
H -0.248 1.649 -4.887
H -2.008 -2.263 -5.168
H -1.026 -3.890 2.771
H -0.299 5.411 -3.830
H -1.172 -3.296 -0.846
H 3.743 -3.491 1.498
H -3.469 2.780 2.111
H -2.472 1.633 0.181
H 2.100 -1.887 0.622
H -5.097 -0.278 2.847
H 0.669 5.312 -2.342
H -2.602 -2.280 -0.666
H 3.005 -5.315 3.001
H 1.258 4.558 -3.833
H 0.620 -5.498 3.645
H 4.407 -1.433 -2.253
H -1.749 -0.398 5.519
H -1.966 1.719 -4.447
```

Results
- orbital gap (alpha / beta) (eV) = 6.556 / 6.551
- E_tot (Ha) = -5911.25604
- net charge = 0
- energy above the lowest of the compared OMol25 structures with the same formula, charge and spin (kcal/mol) = 4.7

=====

4.
The following is a DFT calculation (ωB97M-V/def2-TZVPD) of an isolated molecule of C6H10O3S in a non-equilibrium geometry.

Geometry as XYZ:
```
20
Properties=species:S:1:pos:R:3
S 1.268 -0.811 1.352
O 1.158 2.924 -0.146
O -2.413 0.051 -0.099
O 0.771 -0.501 -1.642
C -0.171 0.238 -0.852
C -0.006 -2.020 1.125
C -1.363 -0.686 -0.643
C -1.105 -1.886 0.269
C 0.503 0.639 0.468
C 1.630 1.644 0.322
H -1.714 -1.097 -1.602
H -0.240 1.085 1.150
H -0.559 1.107 -1.390
H 0.698 2.834 -1.012
H 1.070 -1.221 -1.074
H 2.040 1.786 1.299
H 2.453 1.227 -0.274
H 0.038 -2.944 1.699
H -2.204 0.303 0.797
H -1.853 -2.674 0.254
```

Results
- orbital gap (eV) = 9.410
- E_tot (Ha) = -858.48896
- net charge = 0
- energy above the lowest of the compared OMol25 structures with the same formula, charge and spin (kcal/mol) = 0.0

=====

5.
The following is a DFT calculation (ωB97M-V/def2-TZVPD) of a 2-piece molecular cluster, C9H9ClN2 overall in a non-equilibrium geometry.

Geometry as XYZ:
```
21
Properties=species:S:1:pos:R:3
Cl 0.684 2.191 -1.275
N -1.739 0.817 2.415
N -1.977 1.781 -0.778
C 1.341 0.759 -0.375
C 0.788 -1.283 0.695
C 0.397 -0.133 0.114
C 2.711 0.599 -0.230
C 3.066 -0.543 0.453
C -1.847 0.668 1.271
C -1.965 0.573 -0.078
C -2.574 -0.809 -0.566
C 2.187 -1.607 0.674
H 2.558 -2.543 0.926
H -1.900 -1.222 -1.367
H 0.166 -2.004 1.220
H 4.157 -0.769 0.514
H -1.722 2.654 -0.357
H -2.647 -1.423 0.261
H -3.506 -0.654 -1.129
H 3.558 1.110 -0.600
H -1.737 1.840 -1.787
```

Results
- orbital gap (alpha / beta) (eV) = 7.667 / 7.490
- E_tot (Ha) = -917.89265
- net charge = 0
- energy above the lowest of the compared OMol25 structures with the same formula, charge and spin (kcal/mol) = 105.3

=====

6.
The following is a DFT calculation (ωB97M-V/def2-TZVPD) of an isolated ion of composition C6H10N7O and charge +1 in a non-equilibrium geometry.

Geometry as XYZ:
```
24
Properties=species:S:1:pos:R:3
O -0.908 0.801 1.238
N -0.486 3.094 1.188
N -0.144 -3.291 0.147
N 1.043 -0.956 0.437
N 3.075 0.177 1.060
N 1.160 1.556 0.953
N -0.264 0.133 -1.116
N -0.521 -2.196 -0.625
C 1.812 0.407 0.752
C 0.074 -0.971 -0.408
C -0.249 1.766 1.096
C -1.772 -2.162 -1.267
C -2.230 -1.002 -1.859
C -1.407 0.105 -1.824
H -3.230 -0.893 -2.318
H 3.488 0.728 1.723
H 0.415 -2.867 0.801
H -1.799 1.031 -2.234
H -1.441 3.502 1.410
H 1.661 2.416 0.823
H 0.267 3.779 1.202
H 3.556 -0.757 0.878
H 0.343 -4.028 -0.336
H -2.407 -2.997 -1.327
```

Results
- orbital gap (eV) = 8.651
- E_tot (Ha) = -692.89825
- net charge = +1